Here is a 6-piece molecular cluster, C6H25NO6 overall in a non-equilibrium geometry from the Open Molecules 2025 dataset. Energies are from wB97M-V/def2-TZVPD.

Values from the calculation:
* SMILES: COC[C@H](C)N.CCO.O.O.O.O
* spin multiplicity: 1
* relative energy (zero: lowest compared OMol25 entry of this formula, charge and spin): 69.5 kcal per mole
* HOMO-LUMO gap: 10.0 eV
* HOMO: -9.4546 eV

CARTESIAN COORDINATES (ANGSTROEM)
C 0.0529 2.2193 -4.8676
O 0.5896 1.0296 -4.3742
C 1.9436 1.2747 -3.8882
C 2.6186 -0.0711 -3.7176
C 2.2082 -1.0787 -2.6979
N 4.0175 0.1650 -3.5571
H 0.6702 2.8821 -5.4740
H -0.4200 2.8209 -4.0913
H -0.8357 2.0086 -5.4627
H 2.4601 1.9306 -4.5890
H 1.8344 1.8757 -2.9854
H 2.4129 -0.4844 -4.7050
H 2.2721 -0.7339 -1.6658
H 2.7957 -1.9631 -2.9445
H 1.2014 -1.4915 -2.7611
H 4.1087 1.0883 -3.9562
H 4.2194 0.3934 -2.5942
C -0.1094 -1.0429 6.1780
C -0.3866 -0.5493 7.5873
O -1.4267 -1.2665 8.1691
H -1.0021 -0.9007 5.5688
H 0.0083 -2.1259 6.2135
H 0.7731 -0.6984 5.6389
H -0.6493 0.5072 7.5331
H 0.5577 -0.6426 8.1237
H -1.8683 -0.7489 8.8465
O -1.9033 -0.3192 0.1850
H -2.3379 -0.8235 0.8728
H -2.4445 -0.4575 -0.5923
O -3.3830 -0.3830 -3.8851
H -3.6276 -0.4207 -4.8098
H -2.6256 0.2018 -3.8609
O 1.2158 2.1674 1.7615
H 0.4742 1.7161 1.3582
H 0.8158 2.8245 2.3312
O -4.3650 -2.8716 2.3586
H -4.9633 -2.9904 1.6209
H -4.9018 -3.0415 3.1327

Here is C35H32N4O3PSZn as an isolated structure from the Open Molecules 2025 dataset. Energies are from wB97M-V/def2-TZVPD.

Values from the calculation:
* spin multiplicity: 1
* charge: -1
* HOMO-LUMO gap: 7.3 eV
* HOMO: -4.7785 eV

CARTESIAN COORDINATES (ANGSTROEM)
Zn -1.5580 0.4340 1.0638
N 5.5123 -2.6078 3.1835
C 4.1435 -2.4132 2.9789
C 3.6232 -1.1253 2.8758
C 2.2614 -0.9318 2.7244
C 1.4094 -2.0245 2.6671
C 1.9127 -3.3135 2.7785
C 3.2733 -3.5053 2.9287
S -0.3302 -1.7293 2.5323
O -1.0083 -2.8406 3.1446
O -0.5431 -0.4121 3.1141
N -0.7513 -1.5086 0.9965
C -0.6903 -2.5292 0.0903
N -1.3048 -2.3327 -1.0929
C -1.2006 -3.2896 -1.9987
C -0.4993 -4.4677 -1.7858
C 0.0936 -4.5777 -0.5406
N 0.0113 -3.6416 0.3893
H 6.1045 -1.8576 2.8704
H 5.8611 -3.5159 2.9306
H 4.2914 -0.2709 2.9147
H 1.8450 0.0663 2.6455
H 1.2276 -4.1473 2.7427
H 3.6762 -4.5095 3.0158
H -1.7099 -3.0984 -2.9402
H -0.4191 -5.2410 -2.5361
H 0.6683 -5.4626 -0.2739
C -1.1182 0.2396 -6.0491
C -2.1881 0.2726 -5.1641
C -1.9570 0.4031 -3.8023
C -0.6587 0.5222 -3.3023
C 0.4066 0.4903 -4.1992
C 0.1778 0.3468 -5.5623
P -0.5280 0.7334 -1.4817
C 1.2228 0.2429 -1.1837
C 2.1449 1.0599 -0.5282
C 3.4328 0.6088 -0.2654
C 3.8201 -0.6716 -0.6299
C 2.9064 -1.5032 -1.2636
C 1.6256 -1.0482 -1.5389
C -0.4393 2.5698 -1.3437
C -0.3297 3.4067 -2.4267
C -0.2496 4.8066 -2.2606
C -0.2503 5.3477 -1.0088
C -0.3673 4.5213 0.1350
C -0.3240 5.0746 1.4376
C -0.4169 4.2590 2.5277
C -0.6170 2.8691 2.3634
C -0.6986 2.2642 1.1279
C -0.5152 3.1124 -0.0174
H -1.2926 0.1279 -7.1123
H -3.2029 0.1909 -5.5348
H -2.7872 0.4143 -3.1021
H 1.4219 0.5931 -3.8364
H 1.0180 0.3266 -6.2467
H 1.8594 2.0565 -0.2199
H 4.1344 1.2674 0.2352
H 4.8204 -1.0268 -0.4119
H 3.1872 -2.5132 -1.5382
H 0.9261 -1.7105 -2.0409
H -0.2895 3.0061 -3.4313
H -0.1604 5.4400 -3.1356
H -0.1533 6.4204 -0.8710
H -0.2170 6.1488 1.5508
H -0.3645 4.6820 3.5259
H -0.7355 2.2592 3.2560
C -4.0522 -0.8263 2.8141
C -4.4483 0.1881 1.7439
C -4.9410 1.4798 2.4039
O -3.4275 0.4607 0.8490
H -4.8765 -1.0218 3.5077
H -3.1993 -0.4429 3.3853
H -3.7459 -1.7694 2.3555
H -5.3012 -0.2388 1.1852
H -4.1242 1.9168 2.9876
H -5.7971 1.2970 3.0628
H -5.2305 2.1990 1.6353

Here is C3H6N2O2 as an isolated structure from the Open Molecules 2025 dataset. Energies are from wB97M-V/def2-TZVPD.

Values from the calculation:
* spin multiplicity: 1
* relative energy (zero: lowest compared OMol25 entry of this formula, charge and spin): 64.2 kcal per mole
* HOMO-LUMO gap: 10.4 eV
* HOMO: -9.5886 eV

CARTESIAN COORDINATES (ANGSTROEM)
N -1.3774 -0.2691 -0.9869
C -0.3673 0.1347 -0.0526
O -0.6686 1.4348 0.3922
C -0.0602 -0.8900 1.0476
O 1.3500 -0.6929 0.9150
C 1.2378 0.0580 -0.2222
N 2.2726 0.4720 -0.8041
H -2.0771 0.4593 -1.0784
H -1.8450 -1.1177 -0.6897
H -0.3152 -1.9094 0.7398
H -0.4268 -0.6725 2.0511
H 0.1343 1.9666 0.3298
H 2.1430 1.0261 -1.6417

What did the third record say?
Here is C3H6N2O2 as an isolated structure from the Open Molecules 2025 dataset. Energies are from wB97M-V/def2-TZVPD.

Values from the calculation:
* spin multiplicity: 1
* relative energy (zero: lowest compared OMol25 entry of this formula, charge and spin): 64.2 kcal per mole
* HOMO-LUMO gap: 10.4 eV
* HOMO: -9.5886 eV

CARTESIAN COORDINATES (ANGSTROEM)
N -1.3774 -0.2691 -0.9869
C -0.3673 0.1347 -0.0526
O -0.6686 1.4348 0.3922
C -0.0602 -0.8900 1.0476
O 1.3500 -0.6929 0.9150
C 1.2378 0.0580 -0.2222
N 2.2726 0.4720 -0.8041
H -2.0771 0.4593 -1.0784
H -1.8450 -1.1177 -0.6897
H -0.3152 -1.9094 0.7398
H -0.4268 -0.6725 2.0511
H 0.1343 1.9666 0.3298
H 2.1430 1.0261 -1.6417

> What is the formula in the third record?

C3H6N2O2